Molecular formula: C9H10N2OS2
Method: DFT, the ωB97M-V functional and the def2-TZVPD basis

Geometry as XYZ:
```
24
Properties=species:S:1:pos:R:3
C -3.23 0.52 -1.75
C -2.27 0.65 -0.68
C -2.91 -0.17 -2.84
C -0.79 -0.40 -2.21
C -0.99 0.15 -0.91
C 2.30 -0.91 0.68
C 1.94 -1.73 1.90
C -0.03 0.24 0.12
C 1.19 1.64 2.16
N -1.68 -0.54 -3.13
N 1.32 -0.10 -0.07
O 3.40 -0.80 0.19
S 3.55 -2.03 2.84
S -0.45 0.80 1.74
H -4.22 0.95 -1.71
H -2.51 1.25 0.17
H -3.62 -0.25 -3.72
H 0.20 -0.75 -2.59
H 1.31 -1.21 2.66
H 1.50 -2.77 1.65
H 1.10 2.49 1.51
H 2.05 1.03 1.82
H 1.11 1.78 3.16
H 1.74 0.14 -0.97
```

HOMO (spin up / spin down): -9.52 / -6.95 eV
2S+1: 1
charge: 0
HOMO-LUMO gap (spin up / spin down): 8.7 / 4.8 eV

***

Molecular formula: C9H10N2S
Method: DFT, the ωB97M-V functional and the def2-TZVPD basis

Geometry as XYZ:
```
22
Properties=species:S:1:pos:R:3
C -1.69 1.26 -0.04
C 3.02 -0.06 1.03
C 2.49 1.05 0.50
C 2.28 -1.22 1.22
C 1.18 1.12 0.08
C 0.91 -1.15 0.85
C 0.35 0.08 0.42
C -0.80 0.00 -2.47
C -1.04 0.12 0.36
N -2.26 2.15 -0.46
N -3.50 -0.59 0.64
S -1.99 -1.19 1.08
H 4.14 -0.11 1.20
H 3.13 1.98 0.23
H 2.74 -2.19 1.56
H 0.86 1.99 -0.60
H 0.38 -2.08 0.91
H -1.58 0.59 -2.93
H 0.17 0.34 -2.25
H -0.92 -1.01 -2.26
H -3.56 -0.24 -0.22
H -4.29 -0.84 1.16
```

HOMO (spin up / spin down): -8.53 / -7.34 eV
2S+1: 1
charge: 0
HOMO-LUMO gap (spin up / spin down): 7.3 / 7.6 eV

***

Molecular formula: C9H10N4O
Method: DFT, the ωB97M-V functional and the def2-TZVPD basis

Geometry as XYZ:
```
24
Properties=species:S:1:pos:R:3
C -1.38 1.50 1.37
C -1.75 0.41 0.63
C -3.08 -0.04 0.72
N -4.15 -0.40 0.76
N -0.95 -0.19 -0.36
C -1.63 -1.13 -1.24
C 0.43 -0.50 -0.23
C 0.81 -1.78 0.15
C 2.19 -1.88 0.60
N 3.08 -1.01 0.58
C 2.79 0.26 0.12
O 3.46 1.24 0.01
N 1.41 0.46 -0.38
C 1.11 1.85 -0.68
H -2.08 1.87 2.10
H -0.59 2.03 1.07
H -2.63 -0.64 -1.53
H -1.03 -1.23 -2.20
H -1.72 -2.20 -0.75
H 0.08 -2.48 0.40
H 2.51 -2.81 1.07
H 1.71 2.14 -1.63
H 0.06 2.01 -0.77
H 1.37 2.50 0.18
```

HOMO: -9.00 eV
2S+1: 1
SMILES: C=C(C#N)N(C)c1ccnc(=O)n1C
charge: 0
HOMO-LUMO gap: 9.0 eV

***

Molecular formula: C9H10NO2
Method: DFT, the ωB97M-V functional and the def2-TZVPD basis

Geometry as XYZ:
```
22
Properties=species:S:1:pos:R:3
O 2.16 0.47 0.05
C 2.03 -0.56 -0.68
C 1.21 -1.77 -0.18
C -0.38 -1.49 -0.56
C -0.70 -0.15 -0.01
C -1.12 -0.03 1.32
C -1.35 1.23 1.79
C -1.12 2.36 1.06
C -0.66 2.37 -0.21
C -0.31 0.96 -0.71
N 2.45 -0.76 -1.85
O 3.41 0.22 -2.31
H 1.29 -1.92 0.95
H 1.38 -2.40 -1.02
H -1.21 -2.16 -0.01
H -0.52 -1.69 -1.64
H -1.41 -0.62 2.10
H -1.38 1.34 2.76
H -1.04 3.34 1.59
H -0.55 3.10 -0.95
H -0.06 0.85 -1.75
H 3.37 0.75 -1.47
```

HOMO: -3.30 eV
2S+1: 1
SMILES: [O-]/C(CCc1ccccc1)=N\O
charge: -1
HOMO-LUMO gap: 7.0 eV

***

Molecular formula: C9H10NO5PtS
Method: DFT, the ωB97M-V functional and the def2-TZVPD basis

Geometry as XYZ:
```
27
Properties=species:S:1:pos:R:3
Pt -0.02 0.41 0.16
O -4.04 0.10 -0.43
C -2.75 0.28 -0.44
O -2.10 0.57 0.57
C -2.08 0.14 -1.76
C -2.61 -0.09 -3.01
C -1.72 -0.23 -4.07
C -0.35 -0.18 -3.87
C 0.12 0.05 -2.58
N -0.75 0.24 -1.60
C 1.58 0.06 -2.10
O 2.47 -0.15 -2.87
O 1.72 0.35 -0.82
H -4.39 0.23 0.47
H -3.68 -0.17 -3.14
H -2.11 -0.40 -5.07
H 0.37 -0.33 -4.66
C 2.90 -1.00 2.96
S 1.93 0.47 2.69
C 1.46 0.83 4.38
O 0.63 -0.07 2.07
H 3.74 -0.74 3.60
H 3.26 -1.33 1.99
H 2.27 -1.76 3.43
H 2.37 1.04 4.94
H 0.93 -0.03 4.79
H 0.82 1.70 4.36
```

HOMO: -12.86 eV
2S+1: 1
charge: +1
HOMO-LUMO gap: 8.4 eV

***

| no. | molecular weight (g/mol) | E (Ha) |
| --- | --- | --- |
| 1 | 226.33 | -1329.953629 |
| 2 | 178.26 | -856.469298 |
| 3 | 190.21 | -643.130134 |
| 4 | 164.18 | -554.078668 |
| 5 | 439.33 | -1297.203244 |